#i
ORCA calculation (the ωB97M-V functional and the def2-TZVPD basis) on a cluster of 20 separate species, C40H120O20 in total.

The spin multiplicity is 1. As for the HOMO energy: -0.3364 Ha.

Each line ends with the Löwdin charge.
Positions of all 180 atoms, in Å:
C  -5.66566  -18.19160  4.62890  -0.0770
C  -5.03484  -19.42067  5.29630  -0.2520
O  -5.90535  -19.92954  6.40675  -0.1200
H  -6.70881  -18.49086  4.52696  0.0778
H  -5.11435  -18.10396  3.69271  0.0628
H  -5.50164  -17.25399  5.16000  0.0598
H  -4.00581  -19.27362  5.62428  0.0824
H  -4.91489  -20.24611  4.59461  0.1066
H  -6.15529  -19.25105  7.03824  0.0220
C  -2.74714  -16.31708  11.03028  -0.0443
C  -3.15031  -15.46615  9.80924  -0.3021
O  -4.47184  -15.77285  9.40675  -0.1005
H  -3.52789  -15.98250  11.71335  0.0561
H  -1.77782  -15.98035  11.39785  0.0784
H  -2.82378  -17.38366  10.81901  0.0570
H  -2.54076  -15.74331  8.94917  0.0991
H  -2.88293  -14.41103  9.86699  0.1127
H  -4.68365  -15.05427  8.80642  0.0489
C  -7.36521  -25.36173  9.09933  -0.0805
C  -7.86820  -26.78496  8.96373  -0.3668
O  -9.22048  -26.77886  9.17624  -0.0617
H  -6.27816  -25.41876  9.04308  0.0656
H  -7.57365  -24.89470  10.06191  0.0586
H  -7.81850  -24.73135  8.33431  0.0788
H  -7.30365  -27.52580  9.52990  0.1078
H  -7.70036  -27.15169  7.95109  0.1121
H  -9.38291  -26.75226  10.12203  0.0899
C  -2.87630  -19.92207  8.95321  -0.0646
C  -1.55914  -20.08481  8.16496  -0.2884
O  -0.56521  -20.35055  9.11523  -0.0852
H  -3.75491  -19.99804  8.31262  0.0520
H  -3.00518  -18.91673  9.35423  0.0464
H  -3.04058  -20.60689  9.78516  0.0606
H  -1.35088  -19.28981  7.44892  0.1035
H  -1.59561  -21.02201  7.60961  0.0979
H  -0.73975  -21.21359  9.49770  0.0459
C  -1.57283  -25.00647  7.40317  -0.0751
C  -2.31641  -24.30763  8.51682  -0.3251
O  -1.44464  -23.33425  9.02527  -0.0946
H  -0.50207  -24.95705  7.60102  0.0780
H  -1.73451  -24.51814  6.44219  0.0723
H  -1.91582  -26.03429  7.28466  0.0701
H  -2.56013  -24.95477  9.35939  0.0862
H  -3.30417  -23.94843  8.22802  0.1153
H  -1.86036  -22.86652  9.75330  0.0152
C  -10.34072  -13.55791  9.98729  -0.0748
C  -11.81595  -13.61948  10.24063  -0.3763
O  -12.11925  -13.46465  11.57114  -0.0493
H  -10.02067  -12.65944  10.51493  0.0590
H  -10.31403  -13.36403  8.91500  0.0828
H  -9.94648  -14.54625  10.22366  0.0657
H  -12.05307  -14.63550  9.92506  0.1039
H  -12.36336  -12.94560  9.58158  0.1132
H  -11.68889  -12.67590  11.90916  0.0837
C  -2.36193  -22.77107  13.79707  -0.0809
C  -1.54443  -22.21284  12.63108  -0.2336
O  -2.26435  -22.46277  11.39026  -0.1184
H  -2.06538  -23.81840  13.74001  0.0689
H  -3.41689  -22.50987  13.71391  0.0703
H  -2.00388  -22.55580  14.80382  0.0767
H  -0.48908  -22.48382  12.60107  0.1233
H  -1.68244  -21.14129  12.77545  0.1065
H  -3.06728  -22.94184  11.60797  0.0481
C  -5.89076  -21.09808  15.27480  -0.0627
C  -4.98078  -20.97819  16.50431  -0.3420
O  -5.65395  -21.40356  17.62231  -0.0718
H  -6.14985  -22.13850  15.07864  0.0519
H  -5.35897  -20.66833  14.42591  0.0696
H  -6.75535  -20.43584  15.31956  0.0623
H  -4.50389  -20.01834  16.70271  0.1094
H  -4.07763  -21.58829  16.49093  0.0994
H  -5.97342  -22.30811  17.58562  0.0903
C  -6.22752  -19.70820  10.12386  -0.0780
C  -6.87041  -18.48420  9.63714  -0.3203
O  -6.09335  -17.88490  8.60428  -0.1010
H  -5.88276  -20.38525  9.34230  0.0762
H  -6.96027  -20.27172  10.70146  0.0609
H  -5.35162  -19.44259  10.71578  0.0803
H  -6.95796  -17.79934  10.48058  0.1072
H  -7.91503  -18.62009  9.35713  0.0969
H  -5.58129  -17.13120  8.90648  0.0314
C  -1.93854  -16.63725  5.27093  -0.0802
C  -0.98568  -17.08976  4.10991  -0.2710
O  -1.74608  -18.06410  3.37283  -0.0976
H  -2.75736  -16.11199  4.77925  0.0340
H  -1.49698  -15.82262  5.84497  0.0701
H  -2.36183  -17.51543  5.75847  0.0600
H  -0.14126  -17.49022  4.67086  0.1039
H  -0.64161  -16.35989  3.37712  0.1010
H  -2.53690  -17.64604  3.02435  0.0677
C  -9.98394  -17.61306  11.14467  -0.0629
C  -11.53125  -17.85384  11.14081  -0.2726
O  -12.13743  -17.91043  12.44066  -0.0835
H  -9.55000  -16.86501  10.48117  0.0494
H  -9.52288  -18.53048  10.77879  0.0257
H  -9.54556  -17.48273  12.13409  0.0762
H  -11.79576  -18.75988  10.59562  0.0988
H  -12.02583  -17.10411  10.52323  0.0885
H  -12.33770  -17.04573  12.80644  0.0790
C  -7.46996  -15.40901  7.61166  -0.0645
C  -7.04011  -14.07996  7.17061  -0.3296
O  -5.75511  -13.85504  7.62022  -0.1004
H  -8.55887  -15.40408  7.56331  0.0817
H  -7.15278  -15.67352  8.62039  0.0711
H  -7.09683  -16.17051  6.92682  0.0744
H  -7.50779  -13.20894  7.62963  0.1078
H  -6.97738  -13.99791  6.08551  0.1210
H  -5.78861  -12.93193  7.88166  0.0505
C  -7.96634  -10.58933  10.26721  -0.0873
C  -6.75963  -11.52090  10.11049  -0.2817
O  -6.29990  -11.19826  8.80336  -0.0920
H  -7.57119  -9.63669  10.61997  0.0735
H  -8.68249  -10.83526  11.05126  0.0551
H  -8.61929  -10.55285  9.39519  0.0828
H  -7.12601  -12.54718  10.13503  0.0846
H  -6.01665  -11.43900  10.90383  0.1138
H  -5.85913  -10.34548  8.79409  0.1001
C  -10.04877  -22.64324  10.31027  -0.0718
C  -9.50635  -21.89511  11.49171  -0.2955
O  -10.28211  -22.21565  12.66950  -0.0956
H  -9.37756  -22.34072  9.50648  0.0829
H  -11.10193  -22.36249  10.29848  0.0806
H  -10.05337  -23.72609  10.43491  0.0707
H  -9.67556  -20.82897  11.34069  0.0951
H  -8.43625  -22.06126  11.61571  0.1039
H  -10.81214  -21.48498  12.99628  0.0947
C  -5.67406  -24.75550  13.51206  -0.0593
C  -4.45346  -25.50999  12.85189  -0.2363
O  -3.91324  -24.74657  11.74868  -0.1237
H  -5.85915  -25.04017  14.54782  0.0688
H  -6.61985  -24.96588  13.01273  0.0561
H  -5.55018  -23.68562  13.67977  0.0377
H  -4.77672  -26.46116  12.42893  0.1106
H  -3.66021  -25.51422  13.59945  0.0938
H  -3.10759  -25.18429  11.46419  0.0741
C  -6.42216  -14.43895  12.14890  -0.0615
C  -5.90069  -13.78059  13.47762  -0.3067
O  -4.73027  -14.44106  13.85641  -0.0799
H  -7.43225  -14.12182  11.88954  0.0578
H  -6.34414  -15.52608  12.13677  0.0686
H  -5.87843  -14.08245  11.27405  0.0451
H  -6.66791  -13.88330  14.24503  0.0913
H  -5.69376  -12.71396  13.39058  0.1033
H  -4.18940  -13.80658  14.33232  0.0895
C  -3.56008  -13.09708  5.07983  -0.0847
C  -3.80344  -13.12241  3.58481  -0.3725
O  -3.29221  -14.26319  3.06825  -0.0579
H  -2.53399  -12.80710  5.30603  0.0783
H  -3.88019  -14.00738  5.58675  0.0623
H  -4.27576  -12.43990  5.57382  0.0621
H  -3.32976  -12.27158  3.09510  0.1101
H  -4.85981  -12.93725  3.39012  0.1144
H  -2.34582  -14.14557  3.17831  0.0887
C  -10.79641  -24.34582  15.76625  -0.0922
C  -9.30280  -24.31351  15.31908  -0.2608
O  -9.30502  -24.55461  13.87575  -0.1183
H  -11.46522  -23.80395  15.09755  0.0616
H  -11.01294  -24.00172  16.77759  0.0649
H  -11.18776  -25.35788  15.66293  0.0657
H  -8.76008  -25.02674  15.93944  0.1006
H  -8.90458  -23.31535  15.50127  0.0934
H  -9.38204  -23.78844  13.30246  0.0259
C  -12.11749  -19.98806  6.72837  -0.0750
C  -11.54807  -18.57256  6.47173  -0.3340
O  -12.06900  -17.58391  7.31422  -0.0852
H  -12.22565  -20.17008  7.79761  0.0669
H  -11.35219  -20.66099  6.34159  0.0701
H  -13.00499  -20.09928  6.10542  0.0684
H  -11.65347  -18.31308  5.41832  0.1072
H  -10.49093  -18.60626  6.73520  0.1044
H  -13.02229  -17.56239  7.20299  0.0819
C  -6.27167  -16.50415  15.83354  -0.0830
C  -7.00188  -17.42934  16.82317  -0.2883
O  -6.32388  -17.43844  18.09185  -0.0887
H  -6.75684  -16.63856  14.86676  0.0635
H  -5.20184  -16.63947  15.67466  0.0742
H  -6.52202  -15.48073  16.11285  0.0660
H  -7.11503  -18.46251  16.49475  0.0875
H  -7.99199  -17.04593  17.06969  0.1099
H  -5.68662  -18.15401  18.03306  0.0604

#ii
ORCA calculation (the ωB97M-V functional and the def2-TZVPD basis) on a cluster of 20 separate species, C40H120O20 in total.

The spin multiplicity is 1. As for the HOMO energy: -0.3544 Ha.

Each line ends with the Löwdin charge.
Positions of all 180 atoms, in Å:
C  4.01084  1.77466  4.66515  -0.0752
C  3.23313  2.91846  4.07664  -0.2985
O  2.04900  2.48750  3.42738  -0.0990
H  4.80847  2.08050  5.33892  0.0848
H  4.44918  1.11371  3.92392  0.0703
H  3.33953  1.16335  5.21909  0.0352
H  3.83812  3.53433  3.43371  0.0935
H  2.87688  3.64354  4.88297  0.1411
H  2.31779  1.93981  2.67510  0.0677
C  -1.95793  4.53044  -6.01918  -0.0635
C  -1.15165  3.47336  -5.25154  -0.2641
O  -0.62430  3.97389  -4.01968  -0.1140
H  -2.57145  4.15384  -6.84293  0.0761
H  -1.32801  5.32038  -6.44406  0.0729
H  -2.64841  4.97796  -5.26423  0.0810
H  -0.32861  3.05556  -5.89618  0.1263
H  -1.72225  2.61829  -4.91799  0.0868
H  -0.10733  4.76784  -4.13001  0.0651
C  -0.15905  1.79927  6.97505  -0.1045
C  0.48323  0.78161  6.15992  -0.3459
O  0.17629  0.80296  4.76684  -0.0983
H  -1.24040  1.86882  6.84288  0.0791
H  0.23361  2.82630  6.73042  0.0939
H  0.01205  1.66195  8.01943  0.0675
H  0.11563  -0.18990  6.48177  0.0978
H  1.59430  0.76965  6.39133  0.1182
H  0.75651  1.40189  4.26128  0.0355
C  2.00005  -3.29106  -5.78091  -0.0948
C  0.70358  -3.81809  -5.28544  -0.3496
O  -0.02846  -2.77720  -4.72020  -0.0973
H  2.64299  -4.01301  -6.28062  0.0732
H  2.72008  -2.89494  -5.03962  0.0806
H  1.78011  -2.50242  -6.50405  0.0790
H  0.87993  -4.58979  -4.50723  0.1130
H  0.23639  -4.34417  -6.10495  0.1085
H  -0.80955  -3.16687  -4.28059  0.0454
C  1.39657  1.58732  -2.77054  -0.0617
C  0.68962  0.56808  -3.60159  -0.2813
O  0.98224  -0.63607  -2.92284  -0.0950
H  1.37843  2.60076  -3.15310  0.0748
H  2.38636  1.22111  -2.71979  0.0640
H  1.00442  1.65902  -1.74366  0.0695
H  1.03268  0.58133  -4.65766  0.1312
H  -0.38059  0.70692  -3.65893  0.0913
H  0.67231  -1.44270  -3.39448  0.0875
C  -1.16464  2.67905  2.16146  -0.0502
C  -0.48645  3.75885  1.28361  -0.2607
O  0.38276  3.17161  0.32239  -0.1163
H  -2.10206  2.20790  1.78846  0.0540
H  -1.45482  3.08722  3.12298  0.0724
H  -0.39996  1.88343  2.31167  0.0608
H  0.13310  4.36568  1.96420  0.1194
H  -1.20242  4.36249  0.76487  0.0952
H  -0.17915  3.07015  -0.45081  0.0343
C  4.99183  -1.75541  6.37791  -0.0691
C  4.56659  -2.41363  5.07334  -0.3314
O  5.25923  -1.88170  3.97824  -0.0851
H  4.70264  -0.76327  6.36865  0.0263
H  6.07746  -1.81166  6.43702  0.0746
H  4.59239  -2.23145  7.29945  0.0919
H  3.49159  -2.33459  4.89889  0.1106
H  4.68634  -3.48636  5.12958  0.1020
H  6.20409  -2.11790  4.03683  0.0991
C  0.83753  -4.46756  -1.36693  -0.0924
C  2.28564  -4.47853  -1.68517  -0.2818
O  2.99762  -5.05023  -0.53193  -0.1179
H  0.61567  -3.96693  -0.38780  0.0795
H  0.46702  -5.48375  -1.18503  0.0948
H  0.18689  -4.13760  -2.11069  0.0200
H  2.64076  -3.46054  -1.97144  0.1109
H  2.51540  -5.24754  -2.52597  0.1386
H  3.90122  -4.73472  -0.73713  0.0382
C  0.80391  -1.19117  1.72939  -0.0559
C  1.03769  -0.29064  0.53011  -0.2823
O  0.05526  -0.62744  -0.46009  -0.1224
H  1.62483  -1.04621  2.43511  0.0709
H  0.76220  -2.20051  1.37923  0.0565
H  -0.14784  -0.94820  2.28275  0.0847
H  2.03247  -0.33536  0.10755  0.0921
H  0.88303  0.74562  0.77487  0.0664
H  0.51765  -0.61982  -1.34146  0.0492
C  -4.74097  0.81722  3.41488  -0.1022
C  -5.31894  2.10194  2.97049  -0.3477
O  -6.01628  2.67316  4.07756  -0.0997
H  -4.19160  0.39505  2.62558  0.0396
H  -5.46169  0.11986  3.79963  0.0800
H  -3.92064  0.95523  4.15959  0.0906
H  -6.05030  1.81705  2.17121  0.1210
H  -4.58172  2.85185  2.59739  0.1142
H  -6.51081  3.44964  3.69869  0.1048
C  -0.85382  -3.78264  4.55311  -0.0699
C  -1.16383  -2.29873  4.56181  -0.2952
O  -1.83553  -2.01046  5.81874  -0.0728
H  -0.55171  -4.09292  3.53704  0.0683
H  -1.69478  -4.38695  4.94635  0.0922
H  -0.05357  -3.98395  5.19406  0.0463
H  -1.81103  -1.99732  3.80491  0.0699
H  -0.26974  -1.69058  4.38945  0.0830
H  -2.05704  -1.10046  5.86688  0.0446
C  -3.37211  1.81099  -1.06305  -0.0369
C  -2.06420  2.02189  -1.81710  -0.2722
O  -1.56354  3.34044  -1.65337  -0.1291
H  -4.11781  2.50422  -1.35587  0.0591
H  -3.07737  2.05595  -0.06128  0.0453
H  -3.67922  0.73700  -1.16177  0.0994
H  -2.08258  1.90330  -2.89282  0.0849
H  -1.31487  1.32665  -1.35237  0.1147
H  -1.08942  3.62736  -2.44096  0.0318
C  -5.13046  7.00959  -2.37427  -0.0911
C  -3.97865  6.19357  -1.79016  -0.3504
O  -3.82632  5.02538  -2.51695  -0.0888
H  -4.87554  7.49412  -3.27250  0.0452
H  -5.37445  7.82348  -1.67529  0.0754
H  -6.03263  6.40597  -2.61674  0.0871
H  -4.19946  5.95984  -0.69653  0.1244
H  -3.03999  6.83152  -1.83358  0.1028
H  -2.96816  4.61240  -2.29125  0.0527
C  -2.41217  -3.68389  1.00665  -0.0578
C  -2.91599  -2.47325  0.26469  -0.3054
O  -2.12217  -2.14291  -0.85799  -0.1290
H  -2.73136  -3.60430  2.05110  0.0737
H  -1.34436  -3.49043  0.95363  0.0561
H  -2.68613  -4.63319  0.51587  0.0888
H  -2.92215  -1.59138  0.89647  0.1039
H  -3.92376  -2.66243  -0.11487  0.1147
H  -1.30175  -1.67877  -0.50267  0.0749
C  1.97380  -7.95849  2.31927  -0.0945
C  1.62960  -6.58415  2.52626  -0.3758
O  0.83789  -6.04494  1.49439  -0.0973
H  1.07471  -8.50060  2.20836  0.0691
H  2.55078  -8.31046  3.19097  0.0919
H  2.61151  -8.08475  1.45479  0.0827
H  2.50137  -5.94080  2.59072  0.1089
H  1.05788  -6.36008  3.42706  0.1082
H  1.35551  -5.41478  0.94105  0.0463
C  4.15391  2.73471  -0.75383  -0.0690
C  3.52382  2.56419  0.60246  -0.3282
O  2.99068  3.80071  1.05089  -0.1077
H  4.31778  1.88276  -1.36007  0.0498
H  5.05934  3.32202  -0.60030  0.0769
H  3.50207  3.40266  -1.35066  0.0796
H  4.14411  2.14788  1.46081  0.1229
H  2.67072  1.84222  0.56745  0.0834
H  2.02593  3.80312  0.84199  0.0548
C  -3.19249  -0.75662  -5.73336  -0.0812
C  -3.87438  -0.40139  -4.41144  -0.3098
O  -4.09748  1.02373  -4.41903  -0.0809
H  -2.22485  -0.24606  -5.83430  0.0661
H  -3.88554  -0.43239  -6.52598  0.0735
H  -3.03209  -1.87618  -5.92003  0.0913
H  -3.30385  -0.74161  -3.54952  0.0934
H  -4.78134  -0.98425  -4.30182  0.0993
H  -4.22592  1.35893  -3.52855  0.0506
C  -0.24994  6.61622  -1.88215  -0.0670
C  1.21099  6.94771  -2.18681  -0.3125
O  1.69712  5.89104  -2.97300  -0.0836
H  -0.28516  5.68281  -1.37250  0.0483
H  -0.74776  6.42368  -2.86299  0.0821
H  -0.82741  7.36265  -1.33477  0.0789
H  1.81928  7.05066  -1.28112  0.1117
H  1.36111  7.92515  -2.66726  0.1099
H  2.64528  5.93865  -3.16011  0.0993
C  -2.85040  -5.41390  -4.14003  -0.0843
C  -2.99861  -4.37770  -3.09882  -0.2768
O  -1.72796  -3.71919  -2.89072  -0.1422
H  -2.11873  -6.21379  -3.93039  0.0911
H  -2.57439  -5.00343  -5.12351  0.0794
H  -3.76857  -5.96372  -4.28729  0.0718
H  -3.32445  -4.83076  -2.16573  0.1156
H  -3.64821  -3.59214  -3.36114  0.0957
H  -1.93996  -3.11555  -2.15559  0.0280
C  4.02807  -1.98986  0.57503  -0.0843
C  4.99368  -3.05776  0.82401  -0.2660
O  5.40734  -3.73798  -0.41591  -0.0952
H  4.51567  -1.11216  0.23354  0.0702
H  3.51450  -1.70797  1.47111  0.0560
H  3.21913  -2.28861  -0.15499  0.0928
H  4.45747  -3.80512  1.35692  0.0953
H  5.86366  -2.69441  1.35202  0.1086
H  6.33772  -3.96749  -0.45367  0.0870

Computed energies relative to the best structure, in eV: #i 4.711; #ii 0.000